Entry 1:
A structure of composition C13H14I2MnNO3PS2, computed with ωB97M-V/def2-TZVPD.

```
37
Properties=species:S:1:pos:R:3
Mn -0.656 0.240 0.109
I -1.452 1.993 4.938
C -2.275 0.385 3.929
C -3.172 -0.461 4.617
C -3.743 -1.546 4.017
I -5.057 -2.728 5.112
C -3.426 -1.841 2.663
C -3.926 -2.943 1.933
C -3.546 -3.153 0.639
C -2.657 -2.245 0.041
N -2.187 -1.206 0.687
C -2.537 -0.984 1.987
C -1.928 0.169 2.611
O -1.112 0.915 1.927
H -3.405 -0.240 5.650
H -4.614 -3.624 2.418
H -3.914 -3.997 0.072
H -2.337 -2.377 -0.986
C 4.683 1.472 -0.813
C 3.463 1.671 0.054
O 2.267 1.890 -0.733
P 1.500 0.730 -1.501
S -0.286 1.512 -1.922
S 1.433 -0.936 -0.429
O 2.350 0.431 -2.805
C 2.497 1.452 -3.829
C 1.759 1.031 -5.073
H 5.569 1.402 -0.179
H 4.821 2.312 -1.495
H 4.613 0.554 -1.397
H 3.547 2.566 0.666
H 3.287 0.819 0.711
H 3.569 1.536 -4.001
H 2.142 2.411 -3.447
H 2.126 0.069 -5.429
H 1.915 1.773 -5.858
H 0.689 0.949 -4.888
```

## Properties
HOMO-LUMO gap (spin up / spin down), eV: 7.4 / 7.4
Multiplicity: 6
Total charge: 0

---

Entry 2:
A structure of composition C13H14IN4O4Ti, computed with ωB97M-V/def2-TZVPD.

```
37
Properties=species:S:1:pos:R:3
Ti 0.335 -0.399 -0.505
C -0.796 0.361 3.299
C -0.508 -0.739 2.356
O 0.288 -0.550 1.332
N -1.005 -1.934 2.465
C -0.674 -3.006 1.516
C -1.424 -2.904 0.203
C -2.392 -3.847 -0.081
C -3.064 -3.829 -1.300
C -2.756 -2.834 -2.214
C -1.805 -1.899 -1.870
N -1.126 -1.926 -0.697
H 0.070 1.016 3.380
H -1.074 -0.014 4.283
H -1.633 0.948 2.907
H -1.604 -2.144 3.257
H -0.932 -3.948 1.992
H 0.406 -3.010 1.361
H -2.615 -4.616 0.647
H -3.808 -4.582 -1.526
H -3.244 -2.770 -3.177
H -1.543 -1.120 -2.574
O -1.307 2.360 -2.158
N -0.773 1.472 -1.655
O -0.830 1.177 -0.368
O -0.016 0.586 -2.234
I 2.034 -2.366 -1.885
C 3.118 -0.650 -1.353
C 4.391 -0.341 -1.747
C 4.912 0.869 -1.284
C 4.144 1.696 -0.470
C 2.861 1.313 -0.143
N 2.352 0.143 -0.592
H 4.966 -1.004 -2.380
H 5.918 1.160 -1.562
H 4.536 2.633 -0.099
H 2.219 1.924 0.480
```

## Properties
Relative energy (zero: lowest compared OMol25 entry of this formula, charge and spin), kcal per mole: 0.0
HOMO-LUMO gap, eV: 7.3
Total charge: +3

---

Entry 3:
A structure of composition C13H14N2OS, computed with ωB97M-V/def2-TZVPD.

```
31
Properties=species:S:1:pos:R:3
C 1.278 0.963 5.086
C 1.686 -0.336 4.548
O 2.318 -0.317 3.200
C 1.421 -0.255 2.263
C 1.941 -0.049 1.103
C 1.325 -0.209 -0.019
C -0.101 -0.353 0.049
C -0.615 -0.143 1.167
C 0.125 -0.216 2.372
H -0.515 -0.362 3.247
H -1.515 -0.310 1.208
C -0.615 -0.041 -1.287
N -0.180 0.090 -2.400
N -0.457 -0.019 -3.680
C -1.852 0.081 -3.768
C -2.723 -0.291 -2.612
C -2.317 -0.265 -1.416
H -2.811 -0.391 -0.512
H -3.722 -0.155 -2.987
S -2.424 -0.102 -5.398
C -0.919 0.245 -6.304
H -0.291 0.905 -5.975
H -1.103 0.130 -7.433
H -0.248 -0.886 -6.095
H 2.045 0.140 -1.121
H 3.181 -0.176 0.961
H 0.757 -1.059 4.828
H 2.712 -0.652 5.227
H 2.127 1.632 5.165
H 0.891 0.935 6.141
H 0.600 1.468 4.443
```

## Properties
Relative energy (zero: lowest compared OMol25 entry of this formula, charge and spin), kcal per mole: 276.8
HOMO-LUMO gap, eV: 7.7
Total charge: 0

---

One value per record, in order, for F_max: 0.581; 0.503; 11.741 eV/Å.